# 1
The following is a DFT calculation (wB97M-V/def2-TZVPD) of a molecular structure, C11H23INO2P2Sr at a distorted geometry.

Structure (XYZ):
```
41
Properties=species:S:1:pos:R:3:forces:R:3
Sr 0.1726 1.2542 1.3345 0.875 -2.647 -0.856
P 2.3831 -0.8241 1.4808 -0.263 -0.339 0.301
C 2.2415 -0.5963 -0.2614 0.330 -0.318 -2.728
C 1.0139 -1.1760 -0.9434 1.074 1.237 1.088
N -0.1768 -0.6441 -0.5356 -0.821 -1.414 -0.656
C -1.3104 -1.2153 -1.0624 0.350 0.800 0.891
C -1.2725 -2.2323 -1.9969 -2.014 -0.185 -0.385
C -0.0654 -2.6907 -2.4593 1.498 0.322 0.293
C 1.1104 -2.1442 -1.9398 -0.530 -0.136 0.032
C -2.6648 -0.7262 -0.5458 -0.005 -0.073 0.091
P -2.6205 0.8834 0.3883 -0.509 -0.599 -0.904
H 2.1125 -2.4509 -2.2310 -0.360 -0.158 -0.063
H -2.2536 -2.6450 -2.3827 1.372 0.486 0.510
H 0.0057 -3.4780 -3.1795 -0.122 -0.300 -0.384
H -3.3664 -0.6060 -1.3974 0.287 -0.169 0.480
H -3.1095 -1.4674 0.1535 0.334 0.229 -0.484
H 2.1244 0.7860 -0.4797 0.537 -1.663 0.024
H 3.2059 -0.8472 -0.8336 -1.325 0.015 0.829
H 0.8047 2.9945 -0.3079 2.621 -1.047 -1.301
O 1.9738 1.9063 -0.4959 0.079 3.000 -0.541
H 2.5552 2.3925 -1.1383 -0.713 -0.900 0.942
H 0.0354 3.3923 1.4244 -0.269 1.784 1.543
O -0.0139 3.4495 -0.1470 -2.123 2.955 1.649
H 0.1687 4.4365 -0.1118 -0.292 -1.625 -0.323
C -2.8830 2.0130 -1.0295 0.082 0.473 -0.004
H -3.8919 1.8529 -1.4415 0.382 0.084 0.065
H -2.7824 3.0515 -0.6796 -0.131 -0.265 -0.271
H -2.1291 1.8398 -1.8129 -0.210 0.047 0.288
C -4.2756 0.8691 1.1520 -0.042 0.196 0.413
H -4.2632 1.6160 1.9605 -0.273 -0.258 -0.240
H -5.0564 1.1256 0.4221 0.197 -0.171 0.266
H -4.4702 -0.1207 1.5907 -0.007 0.365 -0.086
C 2.2661 -2.6330 1.6753 0.001 -0.016 0.675
H 3.2086 -3.0822 1.3482 -0.216 -0.132 0.033
H 2.0813 -2.8473 2.7343 0.137 -0.293 -0.200
H 1.4331 -3.0221 1.0855 0.080 0.040 0.070
C 4.1611 -0.5323 1.7865 -0.181 0.184 0.305
H 4.2876 -0.3191 2.8547 0.213 -0.116 -0.248
H 4.7201 -1.4318 1.5081 0.037 0.270 0.017
H 4.5039 0.3332 1.2114 -0.030 -0.149 0.095
I 0.0362 3.5359 3.3017 -0.047 0.486 -1.225
```
Positions in Å, forces in eV/Å.

Values from the calculation:
total charge: +1
relative energy (zero: lowest compared OMol25 entry of this formula, charge and spin): 2.206 eV
LUMO level: -2.98 eV

Just the Mulliken charges please, in e? Sure, here they are:
1 Sr 1.14
2 P 0.51
3 C -0.90
4 C 0.39
5 N 0.56
6 C 0.11
7 C -0.64
8 C -0.50
9 C -0.92
10 C -0.89
11 P 0.34
12 H 0.45
13 H 0.36
14 H 0.46
15 H 0.48
16 H 0.43
17 H -0.23
18 H 0.67
19 H 0.51
20 O -0.80
21 H 0.14
22 H 0.14
23 O -0.53
24 H 0.39
25 C -1.22
26 H 0.49
27 H 0.34
28 H 0.32
29 C -1.13
30 H 0.36
31 H 0.34
32 H 0.36
33 C -1.22
34 H 0.35
35 H 0.37
36 H 0.31
37 C -1.22
38 H 0.37
39 H 0.35
40 H 0.33
41 I -0.18

=====

# 2
The following is a DFT calculation (wB97M-V/def2-TZVPD) of a molecular structure, C11H23N2O5P2Sr at a distorted geometry.

Structure (XYZ):
```
44
Properties=species:S:1:pos:R:3:forces:R:3
Sr 0.9511 -0.4093 -1.1423 -1.013 -0.404 1.121
P -1.7572 -1.7319 -0.5600 -0.282 0.077 0.009
C -2.7340 -0.2991 -1.2181 0.217 0.421 -0.271
C -2.5053 1.0251 -0.5033 -0.074 0.276 0.019
N -1.2380 1.3620 -0.1767 0.042 0.048 0.147
C -1.0321 2.5142 0.4897 -0.381 0.167 -0.145
C -2.0742 3.3940 0.7995 -0.108 -0.153 -0.232
C -3.3811 3.0855 0.4183 0.343 -0.263 0.003
C -3.5959 1.8702 -0.2382 0.227 -0.243 0.107
C 0.3516 2.9020 0.9775 -0.060 -0.192 0.155
P 1.7963 2.1646 0.1027 -0.255 0.579 0.273
H -4.5919 1.5342 -0.5424 0.357 0.282 0.163
H -1.8125 4.3104 1.3253 -0.297 -0.154 -0.095
H -4.2060 3.7674 0.6452 0.304 -0.297 -0.121
H 0.4609 3.9998 0.9512 -0.080 -0.369 0.109
H 0.4445 2.5906 2.0335 -0.069 0.094 -0.332
H -2.3857 -0.1787 -2.2832 -0.751 -0.235 0.867
H -3.7975 -0.5572 -1.1387 0.152 0.167 -0.465
H 0.7166 0.3698 -3.7584 -1.455 -0.076 0.224
O -0.1570 0.2697 -3.2895 0.271 0.492 -1.242
H -0.8657 0.6374 -3.8593 0.743 -0.378 0.459
H 3.2102 -0.0509 -2.8351 -0.517 0.347 -0.503
O 2.3892 0.4629 -3.0145 1.944 0.309 -0.010
H 2.7256 1.3678 -3.1861 -0.328 -0.549 0.117
C 2.0527 3.4539 -1.1724 0.167 0.143 -0.223
H 2.3205 4.3987 -0.6816 -0.077 -0.121 -0.245
H 2.8801 3.1642 -1.8382 -0.192 0.223 0.146
H 1.1417 3.6051 -1.7701 0.253 -0.092 0.138
C 3.0986 2.5804 1.3062 0.317 -0.181 0.019
H 4.0250 2.0802 0.9844 -0.185 0.283 0.291
H 3.2576 3.6679 1.3591 -0.031 -0.350 0.066
H 2.8059 2.1925 2.2941 0.222 0.094 -0.339
C -2.3948 -1.9115 1.1456 0.235 -0.139 0.200
H -3.3726 -2.4142 1.1395 0.245 0.247 0.058
H -1.6693 -2.5268 1.7013 -0.330 0.232 -0.056
H -2.4677 -0.9343 1.6394 0.069 -0.253 -0.078
C -2.6245 -3.1191 -1.3788 0.160 -0.224 -0.165
H -2.0160 -4.0213 -1.2080 -0.329 0.208 -0.115
H -3.6282 -3.2725 -0.9547 0.289 0.071 -0.232
H -2.6918 -2.9450 -2.4630 0.012 -0.120 0.313
O 1.1274 -3.2705 1.7640 0.258 1.363 -1.143
N 1.2688 -2.3200 1.0126 -0.280 0.200 0.269
O 1.8538 -2.4387 -0.1490 -0.524 0.000 1.286
O 0.8073 -1.1356 1.3027 0.792 -1.530 -0.549
```
Positions in Å, forces in eV/Å.

Values from the calculation:
total charge: +1
relative energy (zero: lowest compared OMol25 entry of this formula, charge and spin): 0.000 eV
LUMO level: -3.29 eV

Just the Mulliken charges please, in e? Sure, here they are:
1 Sr 1.53
2 P 0.61
3 C -0.75
4 C 0.30
5 N 0.58
6 C 0.26
7 C -0.87
8 C -0.58
9 C -0.89
10 C -0.91
11 P 0.55
12 H 0.43
13 H 0.46
14 H 0.42
15 H 0.54
16 H 0.44
17 H 0.14
18 H 0.42
19 H 0.28
20 O -0.58
21 H 0.28
22 H 0.33
23 O -0.69
24 H 0.30
25 C -1.32
26 H 0.43
27 H 0.34
28 H 0.32
29 C -1.32
30 H 0.39
31 H 0.38
32 H 0.37
33 C -1.19
34 H 0.41
35 H 0.34
36 H 0.34
37 C -1.39
38 H 0.41
39 H 0.40
40 H 0.35
41 O -0.53
42 N 1.02
43 O -0.80
44 O -0.53

=====

# 3
The following is a DFT calculation (wB97M-V/def2-TZVPD) of a molecular structure, C11H23N3O3 at a distorted geometry.

Structure (XYZ):
```
40
Properties=species:S:1:pos:R:3:forces:R:3
C -1.2687 0.9060 0.9981 0.536 -0.331 -4.872
C -0.0090 0.6838 0.1348 -0.895 -0.119 -3.316
C -1.7785 -0.5085 1.2486 1.157 0.423 2.558
C -1.9646 -1.3665 0.0668 0.262 0.505 -2.715
C -2.7738 -0.4773 -0.9752 0.219 -0.807 -0.870
C -4.3941 -1.0348 -0.9235 1.379 1.772 -0.831
C 2.2014 -0.0803 0.0566 1.950 -1.196 4.533
C 2.7710 -1.5734 0.4721 -3.694 0.219 -1.751
C 3.4005 0.7905 0.2177 3.217 -0.461 -1.209
C 4.5201 0.0029 -0.6043 2.663 -1.950 -4.847
C 2.9453 2.2117 -0.2976 5.553 -1.173 -4.212
H -1.7052 2.8639 0.7448 -1.194 -1.397 0.072
H -2.1560 2.1772 -0.6156 0.301 -1.122 2.494
H -1.0651 1.2834 1.9086 1.285 1.159 3.116
H -2.6673 -0.2257 1.8083 -0.577 -1.025 0.054
H -0.9965 -0.9069 1.9941 -1.271 0.199 -0.832
H -0.9865 -1.6606 -0.4649 -1.224 0.438 1.227
H -2.5357 -2.2760 0.2257 0.098 -0.095 0.427
H -2.1337 -0.8240 -2.1342 -2.714 1.657 3.323
H -2.6383 0.7806 -0.5875 -1.434 -5.352 -2.545
H -4.7485 -0.6132 -1.8934 -0.701 -0.170 0.830
H -4.4540 -2.0953 -0.9577 0.411 -0.949 -0.423
H -4.7497 0.2911 0.4488 0.817 2.132 0.580
H -5.9953 -0.5759 0.8772 2.293 -1.350 -2.843
H 1.2892 0.2356 2.0377 -1.433 0.865 -3.685
H 1.8873 0.1296 -0.8990 -0.898 -1.025 -2.364
H 3.8977 0.5889 1.1777 -0.872 1.358 0.602
H 5.6656 0.4544 -1.0033 -3.660 -0.584 1.620
H 4.1076 -0.5331 -1.6395 0.639 2.317 2.058
H 4.8380 -1.0751 -0.2827 -0.433 2.301 0.830
H 2.1672 2.4970 0.2897 -1.471 2.132 2.021
H 2.4402 1.9473 -1.2416 0.218 0.236 0.064
H 3.9638 2.9874 -0.8419 -3.402 -2.124 2.630
H 3.4321 -3.0798 -0.6201 -0.543 0.246 -0.370
N -2.2034 1.9526 0.4648 1.674 3.284 -1.289
N -5.0037 -0.6431 0.3686 -1.407 0.324 1.534
N 1.1261 0.4542 0.9361 0.426 -1.926 -0.832
O -0.1003 0.6032 -1.2553 1.267 0.812 8.147
O 2.7692 -2.0106 1.6096 0.889 0.642 -3.141
O 2.9055 -2.2808 -0.8492 0.572 0.134 4.225
```
Positions in Å, forces in eV/Å.

Values from the calculation:
relative energy (zero: lowest compared OMol25 entry of this formula, charge and spin): 10.655 eV
LUMO level: 0.48 eV

Just the Mulliken charges please, in e? Sure, here they are:
1 C -0.85
2 C 0.27
3 C -0.63
4 C -0.88
5 C 0.03
6 C -0.85
7 C -0.77
8 C 0.10
9 C 0.65
10 C -1.02
11 C -1.24
12 H 0.33
13 H 0.41
14 H 0.83
15 H 0.36
16 H 0.39
17 H 0.20
18 H 0.56
19 H 0.12
20 H 0.05
21 H 0.30
22 H 0.45
23 H 0.18
24 H 0.24
25 H 0.42
26 H 0.80
27 H 0.32
28 H 0.24
29 H 0.26
30 H 0.31
31 H 0.39
32 H 0.38
33 H 0.27
34 H 0.36
35 N -0.70
36 N -0.50
37 N -0.18
38 O -0.63
39 O -0.54
40 O -0.43

=====

# 4
The following is a DFT calculation (wB97M-V/def2-TZVPD) of C11H23N5O3 in the gas phase at a distorted geometry.

Structure (XYZ):
```
42
Properties=species:S:1:pos:R:3:forces:R:3
C -1.7091 -0.1166 -0.7522 -0.517 0.026 1.744
C -0.7587 1.1338 -0.4578 -2.541 -2.099 1.399
C -2.8852 -0.2057 0.3018 0.774 1.313 1.000
C -3.8691 0.9778 0.1348 -0.023 -0.808 0.279
C -3.6663 -1.5031 0.2217 0.633 -0.353 0.246
C 1.4363 1.0148 -1.7158 0.104 0.514 -1.470
C 1.6838 -0.1923 -2.6557 -0.003 -0.340 -0.829
C 2.2931 0.8929 -0.4733 0.501 1.437 -0.012
C 2.4282 -0.4479 0.1705 -0.284 -1.509 -0.354
C 2.7022 -0.4609 1.6646 1.063 -0.500 -0.358
C 0.4517 -0.3785 2.6195 -1.344 -2.367 -0.255
H -1.4626 -2.1355 -1.0014 0.366 -0.132 0.464
H -0.4008 -1.4015 0.1581 -0.469 -0.711 -0.011
H -2.2269 0.0718 -1.7093 0.715 -0.260 -0.043
H -2.3824 -0.1329 1.3253 -0.674 -0.059 -1.171
H -3.3848 1.9418 0.2646 -0.055 0.053 -0.158
H -4.3488 0.8795 -0.8495 0.124 0.308 0.107
H -4.6755 0.8747 0.8824 0.326 0.171 -0.249
H -4.0251 -1.6645 -0.7999 -0.024 -0.246 0.130
H -4.5036 -1.5625 0.9220 -0.068 0.438 -0.203
H -3.0081 -2.3033 0.5634 -0.060 -0.351 -0.452
H 0.1086 2.5463 -1.3278 0.310 -1.285 -0.268
H 1.8287 1.8449 -2.3442 -0.066 -0.552 0.518
H 3.2790 1.3023 -0.7459 -0.113 -0.380 0.122
H 1.8939 1.6337 0.2084 -0.159 0.080 0.510
H 1.5852 -1.1300 -0.0134 -0.201 0.554 0.111
H 3.2078 -1.0062 -0.3450 0.431 0.045 0.115
H 2.8120 -1.5325 1.9542 0.081 0.739 0.079
H 3.6380 0.0961 1.8475 -0.299 -0.389 0.146
H 1.8344 0.8154 3.1752 0.759 0.040 -0.387
H -0.8675 -1.7983 2.6160 0.054 0.432 -0.229
H -0.2473 1.3374 3.0560 -0.407 0.323 0.408
H -1.3010 0.1001 3.3948 0.532 0.287 0.131
H 0.0716 -1.0126 -2.0627 -0.742 -0.340 0.793
N -0.8764 -1.3468 -0.7489 -0.489 1.566 -0.784
N 0.0310 1.5081 -1.4681 2.013 1.907 -1.739
N 1.6692 0.1759 2.4116 -0.884 0.263 0.331
N 0.0096 -1.5218 2.1783 1.597 0.220 -0.282
N -0.3239 0.3982 3.4318 -0.938 1.198 0.517
O -0.8802 1.8005 0.5497 -0.226 0.026 0.110
O 2.7436 -0.3211 -3.2436 -1.036 0.479 0.896
O 0.6825 -1.0476 -2.8248 1.238 0.258 -0.902
```
Positions in Å, forces in eV/Å.

Values from the calculation:
relative energy (zero: lowest compared OMol25 entry of this formula, charge and spin): 0.927 eV
SMILES: [H]/N=C(\N)NCCC[C@H](NC(=O)[C@@H](N)C(C)C)C(=O)O
LUMO level: 0.53 eV

Just the Mulliken charges please, in e? Sure, here they are:
1 C -0.03
2 C 0.01
3 C 1.46
4 C -1.54
5 C -1.74
6 C -0.02
7 C 0.19
8 C -0.73
9 C -0.27
10 C -1.19
11 C 0.61
12 H 0.30
13 H 0.05
14 H 0.42
15 H -0.60
16 H 0.37
17 H 0.36
18 H 0.39
19 H 0.35
20 H 0.43
21 H 0.39
22 H 0.45
23 H 0.42
24 H 0.46
25 H 0.41
26 H 0.24
27 H 0.50
28 H 0.36
29 H 0.42
30 H 0.27
31 H 0.23
32 H 0.28
33 H 0.31
34 H 0.44
35 N -0.48
36 N -0.08
37 N -0.05
38 N -0.85
39 N -0.75
40 O -0.63
41 O -0.60
42 O -0.55

=====

Which value of relative energy (zero: lowest compared OMol25 entry of this formula, charge and spin) does entry 3 give? 10.655 eV